Record 1
A 2-piece molecular cluster, C4H12 overall in a non-equilibrium geometry. Source: the OMol25 dataset; level of theory: wB97M-V/def2-TZVPD.

## Properties
Gap between HOMO and LUMO (eV): 11.497
Energy relative to the best compared isomer or geometry (same formula, charge and spin) (kJ/mol): 188.6

Positions of all 16 atoms, in Å:
C1 -0.195 0.202 2.296
C2 -1.297 0.366 1.297
H1 -0.152 1.008 3.027
H2 -0.035 -0.851 2.805
H3 0.837 0.162 1.833
H4 -1.593 -0.621 0.982
H5 -0.958 0.725 0.302
H6 -1.999 1.302 1.372
C3 1.496 -0.409 -1.524
C4 -0.061 -0.185 -1.961
H7 1.867 -0.314 -2.601
H8 1.796 0.509 -0.964
H9 1.755 -1.500 -1.230
H10 -0.589 0.254 -1.141
H11 -0.564 -1.111 -2.260
H12 -0.023 0.592 -2.779


Record 2
A 2-piece molecular cluster, C4H12 overall in a non-equilibrium geometry. Source: the OMol25 dataset; level of theory: wB97M-V/def2-TZVPD.

## Properties
Gap between HOMO and LUMO (eV): 12.516
Energy relative to the best compared isomer or geometry (same formula, charge and spin) (kJ/mol): 42.5

Positions of all 16 atoms, in Å:
C1 0.359 0.485 2.968
C2 0.224 1.586 1.906
H1 -0.515 0.344 3.616
H2 0.406 -0.527 2.545
H3 1.230 0.568 3.611
H4 -0.502 2.342 2.227
H5 -0.167 1.117 1.014
H6 1.153 2.142 1.937
C3 0.247 -0.424 -2.441
C4 -0.788 -1.557 -2.506
H7 0.669 -0.297 -3.436
H8 -0.215 0.488 -2.079
H9 1.070 -0.758 -1.807
H10 -1.365 -1.406 -3.419
H11 -1.449 -1.550 -1.638
H12 -0.358 -2.552 -2.498


Record 3
A 2-piece molecular cluster, C4H12 overall in a non-equilibrium geometry. Source: the OMol25 dataset; level of theory: wB97M-V/def2-TZVPD.

## Properties
Gap between HOMO and LUMO (eV): 12.595
Energy relative to the best compared isomer or geometry (same formula, charge and spin) (kJ/mol): 54.2

Positions of all 16 atoms, in Å:
C1 -1.030 -2.434 0.415
C2 -1.225 -2.069 -1.068
H1 -1.046 -3.509 0.618
H2 -0.090 -2.101 0.863
H3 -1.849 -2.061 1.034
H4 -0.269 -1.793 -1.500
H5 -1.778 -1.136 -1.183
H6 -1.874 -2.838 -1.466
C3 0.998 1.484 0.326
C4 1.288 3.000 0.310
H7 0.955 1.110 -0.706
H8 1.718 0.880 0.870
H9 -0.015 1.313 0.673
H10 1.772 3.138 1.282
H11 0.516 3.763 0.223
H12 2.025 3.282 -0.445